Molecular formula: C48H88ClF3IN2O10PS
Method: DFT, ωB97M-V with the def2-TZVPD basis set

```
155
Properties=species:S:1:pos:R:3:forces:R:3
C 0.132714 -1.081276 8.744162 -0.30 2.21 -0.79
C 0.090108 0.160694 8.070846 0.66 -2.43 0.98
C 0.930604 0.482568 6.720380 -1.19 -0.23 1.01
C -0.065421 0.193825 5.510435 -1.71 -1.22 -2.73
C -0.962699 1.275113 4.810290 -0.14 -2.49 0.07
C -0.788004 2.785498 5.368931 1.02 -0.58 -1.72
C 0.435815 3.410899 4.483312 0.47 0.25 -0.10
C 0.286147 4.990019 4.237034 1.10 -0.43 0.24
O -0.928163 5.337705 3.532153 0.54 -0.12 0.16
C -1.915174 0.903961 3.638959 1.50 -2.03 0.99
C -2.815664 2.025687 2.918815 1.13 -0.15 1.14
C -2.043110 2.749417 1.696601 -1.13 0.31 -0.12
C -2.501112 2.266694 0.246617 0.95 0.87 -0.74
F -3.858417 1.892934 0.139036 3.20 0.57 -0.01
F -1.614227 1.252239 -0.244154 -2.60 2.09 0.90
F -2.327661 3.377220 -0.658439 -0.50 -2.45 1.65
C -1.973113 -0.590389 3.136748 2.44 0.66 2.73
I -3.277947 -1.124646 1.448175 0.94 0.36 1.66
C -1.096353 -1.689220 3.801229 0.08 3.91 0.97
C -0.151832 -1.253465 4.985674 -1.69 1.38 -1.87
S 0.889850 -2.650194 5.666013 -0.11 0.73 -1.94
C 1.403944 -3.486197 4.072106 -0.26 -0.63 -2.25
C 2.843506 -3.986152 3.848345 -2.97 -0.29 -2.81
C 3.189384 -4.625011 2.464317 -2.85 1.01 1.36
C 4.696672 -5.096532 2.223258 -0.03 1.35 -0.43
C 5.356990 -4.211925 1.021045 0.38 0.23 0.31
C 6.063522 -2.864286 1.556081 0.10 0.34 -0.05
C 5.941531 -1.646660 0.483946 -0.42 0.15 0.14
C 6.920988 -1.818884 -0.770337 -0.96 -1.71 0.44
O 6.868013 -0.739587 -1.728064 1.46 -0.78 0.86
C 8.181515 -0.269738 -2.111972 0.43 1.39 -1.32
C 8.269056 0.052821 -3.709372 0.37 -0.62 0.38
C 2.056617 -4.715833 1.416196 -0.65 0.82 1.29
N 2.375431 -5.282497 0.082053 -0.20 0.58 1.50
C 0.594854 -4.213962 1.635560 1.60 1.56 3.89
P -0.708833 -4.334840 0.240139 -0.40 -1.00 0.13
O -2.278827 -4.460219 0.938016 1.82 0.27 -1.07
Cl -0.650984 -2.442271 -0.778664 0.09 -0.52 0.89
C 0.249527 -3.585792 3.003897 3.65 -1.11 -0.86
N -1.138820 -3.088560 3.282002 2.75 2.22 -1.03
O -1.646016 -3.970820 4.208895 -1.67 -0.81 1.67
C -3.052572 -3.756963 4.460970 -2.08 -0.47 1.01
C -3.382092 -3.381351 6.004555 0.30 0.53 -0.32
H 0.960263 -1.858000 8.628666 -1.46 1.11 -0.35
H -0.703139 -1.326458 9.486299 1.60 0.55 -0.84
H -0.582712 0.970370 8.527187 0.73 -1.32 -1.27
H 1.833397 -0.230907 6.629961 -1.44 1.24 0.19
H 1.248771 1.578798 6.809811 -0.28 -1.66 -0.58
H -1.706335 3.431079 5.176926 1.16 -1.02 0.46
H -0.448023 2.810519 6.457373 -0.91 -0.17 -1.47
H 0.553264 2.820911 3.495471 -0.36 1.09 1.48
H 1.445308 3.262775 5.028252 -1.58 0.16 -0.73
H 1.198643 5.418895 3.668572 -1.32 -0.85 0.89
H 0.312588 5.479267 5.284662 -0.49 -0.52 -1.77
H -0.795932 5.342710 2.561758 0.27 -0.10 0.99
H -3.841919 1.624731 2.641465 1.61 0.50 0.20
H -2.996754 2.851210 3.700525 0.20 -1.34 -1.26
H -0.908173 2.671906 1.756494 -1.60 -0.13 -0.13
H -2.315818 3.868676 1.778885 0.35 -1.84 -0.42
H 3.636258 -3.881002 4.671794 -1.42 -0.13 -1.46
H 4.810846 -6.202694 1.981571 -0.40 1.45 0.48
H 5.285825 -4.811206 3.171694 -0.96 -0.83 -1.30
H 4.498124 -3.918813 0.328638 1.43 -0.56 0.68
H 6.173036 -4.816916 0.470815 -1.60 0.78 0.69
H 7.185012 -3.022353 1.792791 -1.73 0.02 -0.38
H 5.578824 -2.578451 2.564309 0.60 -0.17 -1.65
H 6.131390 -0.621883 0.975502 -0.17 -1.60 -0.63
H 4.847119 -1.643929 0.129870 1.60 0.13 0.38
H 6.573554 -2.771143 -1.330888 0.60 1.29 0.85
H 7.960324 -2.054849 -0.361625 -1.12 0.67 -0.67
H 8.351833 0.731822 -1.587117 -0.02 -1.40 -0.39
H 9.036955 -0.986344 -1.880430 -1.35 0.77 0.01
H 8.665594 1.122380 -3.855725 -0.81 -1.66 0.08
H 7.269627 -0.132759 -4.236520 1.36 0.49 0.88
H 9.044861 -0.662287 -4.168423 -1.22 1.17 0.60
H 1.954162 -4.728343 -0.673641 0.10 -0.63 0.54
H 2.120397 -6.276005 0.031569 0.05 0.73 -0.13
H -2.816234 -4.857082 0.209455 0.55 0.37 0.75
H -3.621019 -4.743010 4.259310 1.11 1.42 0.05
H -3.547983 -2.968335 3.806251 1.19 -0.97 0.60
H -4.373708 -2.787991 6.052231 1.52 -1.09 -0.13
H -2.571577 -2.695975 6.426287 -1.01 -0.89 -0.61
H -3.454252 -4.296858 6.677973 0.10 1.15 -0.99
C -7.636643 4.401910 2.819795 -0.08 -0.11 0.31
C -6.139338 4.456725 2.562387 -0.50 -0.12 -0.45
C -5.830535 5.126784 1.232501 0.24 0.17 -0.04
O -5.609505 3.132232 2.559646 0.15 -0.01 0.16
H -8.144425 3.821720 2.045447 0.10 0.19 -0.01
H -7.844548 3.907749 3.773072 0.10 0.13 0.01
H -8.069966 5.405400 2.844029 -0.02 -0.07 -0.03
H -5.646520 5.002383 3.372195 0.12 -0.22 -0.03
H -6.276872 4.569918 0.402036 -0.09 0.00 0.10
H -4.751750 5.149099 1.054416 -0.07 0.04 0.04
H -6.209988 6.151827 1.209433 0.02 -0.05 -0.02
H -6.039378 2.640748 1.846031 0.03 0.13 0.10
C -2.846468 -0.422956 -4.526862 -0.21 0.23 -0.02
C -1.432932 -0.346434 -5.082991 -0.11 -0.55 0.46
C -0.960205 -1.702580 -5.582834 0.17 -0.06 -0.27
O -0.548539 0.118255 -4.066858 0.15 0.26 -0.13
H -2.894528 -1.110892 -3.676094 0.07 -0.07 -0.10
H -3.168603 0.555721 -4.160889 0.04 -0.05 -0.08
H -3.553186 -0.761386 -5.289762 0.01 0.00 0.05
H -1.398489 0.379175 -5.900492 0.13 0.06 0.17
H -0.942953 -2.435148 -4.769204 -0.14 0.06 0.01
H 0.060650 -1.634810 -5.968574 -0.16 0.05 0.01
H -1.610271 -2.079045 -6.377297 0.04 -0.03 0.05
H -0.571800 -0.517087 -3.339244 -0.02 0.08 -0.07
C -6.082496 -1.208891 -3.066083 0.25 0.16 0.06
C -5.975877 -2.608875 -3.649920 -0.65 0.22 0.22
C -7.120505 -2.897825 -4.608453 0.04 -0.18 -0.26
O -5.989938 -3.566340 -2.592304 0.26 -0.20 0.05
H -7.011100 -1.092227 -2.497657 -0.04 -0.05 -0.14
H -5.260145 -1.019406 -2.370748 -0.01 -0.01 -0.12
H -6.057401 -0.450085 -3.852523 -0.01 -0.01 0.08
H -5.022041 -2.716951 -4.173390 -0.02 -0.15 0.18
H -8.085040 -2.839879 -4.093557 0.07 0.14 0.02
H -7.037472 -3.910749 -5.011379 0.06 0.10 0.00
H -7.126594 -2.189617 -5.441123 -0.04 -0.04 0.05
H -6.830057 -3.478852 -2.122775 0.15 0.02 -0.11
C 13.770438 0.370288 -4.158502 0.14 -0.25 -0.13
C 12.333250 0.752289 -4.476445 0.32 0.37 0.51
C 12.160212 2.262131 -4.528218 -0.20 0.14 -0.20
O 11.467070 0.209655 -3.481911 -0.14 -0.20 -0.04
H 14.070422 0.759304 -3.179991 -0.05 0.12 -0.08
H 13.877651 -0.716748 -4.113199 -0.03 0.09 -0.08
H 14.458543 0.758468 -4.913935 -0.01 -0.02 0.08
H 12.040556 0.315720 -5.435275 -0.14 -0.07 0.18
H 12.404548 2.716464 -3.562436 0.12 -0.08 -0.04
H 11.120906 2.522174 -4.746185 0.09 -0.06 -0.05
H 12.800115 2.706917 -5.294699 -0.04 0.01 0.07
H 11.717461 0.589437 -2.629093 -0.01 -0.04 -0.17
C -10.865170 3.738331 -1.664707 -0.06 -0.29 -0.09
C -10.704187 4.085253 -0.192947 0.12 0.49 -0.50
C -11.243095 5.474333 0.110650 -0.13 0.07 0.28
O -9.323323 4.024651 0.160582 0.00 -0.21 0.04
H -10.309260 4.440608 -2.294386 -0.10 0.08 0.09
H -10.463492 2.742593 -1.870577 -0.09 0.06 0.07
H -11.916582 3.759842 -1.962693 0.08 0.01 -0.02
H -11.228727 3.345814 0.418327 0.24 0.01 0.04
H -10.700178 6.236570 -0.457695 -0.06 -0.10 -0.10
H -11.110571 5.714746 1.168935 -0.06 -0.08 -0.07
H -12.305781 5.547776 -0.134225 0.07 0.04 0.00
H -8.849582 4.675492 -0.374937 -0.11 -0.09 0.08
C 3.318100 0.411040 -7.949476 0.08 0.06 -0.29
C 3.958368 -0.658009 -7.077746 -0.45 0.42 0.35
C 2.929838 -1.330937 -6.182461 0.03 -0.27 0.09
O 4.974390 -0.065807 -6.271189 0.29 -0.10 -0.07
H 2.866927 1.196972 -7.335136 -0.07 -0.14 0.05
H 4.070142 0.894112 -8.579113 -0.05 -0.11 0.02
H 2.544433 -0.015590 -8.593357 0.02 0.06 0.04
H 4.441541 -1.407501 -7.710696 0.16 0.12 0.14
H 2.464713 -0.605536 -5.506857 -0.04 0.04 -0.14
H 3.405201 -2.088401 -5.553451 -0.01 0.02 -0.12
H 2.145137 -1.809644 -6.773951 0.04 0.03 0.04
H 4.557170 0.599062 -5.707209 0.04 -0.15 -0.09
```
Positions in Å, forces in eV/Å.

Frontier orbital gap in eV: 7.7
Structure (SMILES): C=CCc1c(CCCO)c(CCC(F)(F)F)c(I)c2c1Sc1cc(CCCCCOCC)c(N)c(P(O)Cl)c1N2OCC.CC(C)O.CC(C)O.CC(C)O.CC(C)O.CC(C)O.CC(C)O
Max |F| in Eh/bohr: 0.08725
Energy in Ha: -4540.18429
Net charge: 0

Mulliken population analysis, charges in e, atoms 1 to 4: -0.6667, -0.0464, -1.0051, 0.0921